Record 1
Density functional theory data (ωB97M-V/def2-TZVPD) for a single C3H3NO3 molecule.

The value obtained for the relative energy (zero: lowest compared OMol25 entry of this formula, charge and spin) is 84.1 kcal/mol. The calculation puts the HOMO-LUMO gap at 0.357 Ha. Its SMILES is O=c1occn1O. Its net charge is 0.

```
10
Properties=species:S:1:pos:R:3:forces:R:3
O -1.529 -1.516 1.103 3.8 3.4 -1.0
C -0.677 -0.647 0.757 -2.9 -1.3 1.0
O -0.050 0.359 1.597 -1.0 -2.2 0.0
C 0.848 1.049 0.838 0.1 1.5 -1.6
C 0.729 0.651 -0.448 0.4 2.5 -1.5
N -0.320 -0.292 -0.545 1.4 -0.4 0.4
O -0.214 -1.283 -1.587 -3.0 -0.2 1.4
H 1.358 2.033 1.188 -1.1 -2.4 -0.2
H 1.022 1.355 -1.333 -0.3 -2.1 1.6
H -1.167 -1.710 -1.570 2.6 1.2 0.0
```
Positions in Å, forces in eV/Å.



Record 2
Density functional theory data (ωB97M-V/def2-TZVPD) for a single C4H8N2O molecule.

The expectation value of S² is 2.031. Its spin multiplicity is 3. The value obtained for the relative energy (zero: lowest compared OMol25 entry of this formula, charge and spin) is 12.3 kcal/mol. The calculation puts the HOMO-LUMO gap (alpha / beta) at 0.264 / 0.247 Ha. Its net charge is 0.

```
15
Properties=species:S:1:pos:R:3:forces:R:3
C 0.806 2.438 -0.249 1.3 1.0 -0.4
C -0.012 1.419 0.024 -1.6 -3.0 0.9
C -1.213 -1.533 -0.448 0.1 0.1 0.0
C -0.412 -0.930 0.708 -0.5 -0.1 0.0
N 2.002 -0.190 -0.164 1.5 2.3 -1.4
N 0.403 0.163 0.308 -0.9 1.8 0.4
O 2.275 -1.306 0.082 0.2 -2.5 0.8
H 0.417 3.412 -0.484 -0.2 0.1 0.1
H 1.871 2.300 -0.263 0.2 -0.1 -0.1
H -1.088 1.566 0.055 -0.1 0.1 0.0
H -0.541 -1.976 -1.180 0.0 0.0 0.0
H -1.879 -2.305 -0.074 -0.1 -0.1 0.0
H -1.805 -0.766 -0.943 -0.1 0.0 -0.1
H -1.084 -0.601 1.508 0.0 0.0 -0.1
H 0.261 -1.693 1.120 0.1 0.1 -0.1
```
Positions in Å, forces in eV/Å.



Record 3
Density functional theory data (ωB97M-V/def2-TZVPD) for a molecular structure, C32H37AsCuFN3O4S2.

The expectation value of S² is 0.753. Its spin multiplicity is 2. The value obtained for the relative energy (zero: lowest compared OMol25 entry of this formula, charge and spin) is 0.0 kcal/mol. The calculation puts the HOMO-LUMO gap (alpha / beta) at 0.298 / 0.296 Ha. Its net charge is +2.

```
81
Properties=species:S:1:pos:R:3:forces:R:3
Cu 0.780 -0.458 -0.887 -0.1 0.0 0.0
F -3.291 3.175 -4.889 0.0 0.0 0.0
C -3.131 1.837 -4.901 0.0 0.0 0.0
C -2.249 1.278 -4.024 0.0 0.0 0.0
C -2.098 -0.111 -3.972 0.0 0.0 0.0
C -1.164 -0.698 -3.012 0.1 0.0 0.0
O -0.500 0.079 -2.281 -0.1 0.0 0.0
C -1.094 -2.116 -3.004 0.1 0.0 -0.1
C -1.869 -2.826 -3.880 0.0 0.0 0.0
N -2.701 -2.290 -4.785 0.0 0.0 0.0
C -3.493 -3.153 -5.640 0.0 0.0 0.0
C -2.852 -4.368 -6.231 0.0 0.0 0.0
C -3.185 -3.199 -7.110 0.0 0.0 0.0
C -2.853 -0.909 -4.838 0.0 0.0 0.0
C -3.732 -0.311 -5.749 0.0 0.0 0.0
C -3.890 1.063 -5.796 0.0 0.0 0.0
N -4.789 1.618 -6.736 0.0 0.0 0.0
C -4.674 3.011 -7.157 0.0 0.0 0.0
C -5.585 3.222 -8.376 0.0 0.0 0.0
N -5.795 1.898 -9.051 0.0 0.0 0.0
C -6.618 0.975 -8.184 0.0 0.0 0.0
C -6.176 1.177 -6.730 0.0 0.0 0.0
C -0.205 -2.937 -2.104 -0.3 0.0 0.3
O -0.253 -4.153 -2.177 0.1 0.0 -0.1
O 0.537 -2.307 -1.253 0.1 0.0 -0.1
H -1.682 1.901 -3.346 0.0 0.0 0.0
H -1.806 -3.906 -3.855 0.0 0.0 0.0
H -4.527 -3.227 -5.328 0.0 0.0 0.0
H -3.458 -5.259 -6.296 0.0 0.0 0.0
H -1.806 -4.545 -6.025 0.0 0.0 0.0
H -4.015 -3.287 -7.798 0.0 0.0 0.0
H -2.355 -2.597 -7.456 0.0 0.0 0.0
H -4.278 -0.930 -6.446 0.0 0.0 0.0
H -3.637 3.216 -7.418 0.0 0.0 0.0
H -4.975 3.727 -6.389 0.0 0.0 0.0
H -5.150 3.914 -9.092 0.0 0.0 0.0
H -6.574 3.583 -8.101 0.0 0.0 0.0
H -4.882 1.466 -9.202 0.0 0.0 0.0
H -6.237 2.019 -9.962 0.0 0.0 0.0
H -6.430 -0.037 -8.537 0.0 0.0 0.0
H -7.666 1.221 -8.342 0.0 0.0 0.0
H -6.279 0.242 -6.187 0.0 0.0 0.0
H -6.819 1.912 -6.230 0.0 0.0 0.0
C 3.336 -3.799 -1.362 0.0 0.0 0.0
As 2.931 -2.958 0.312 0.0 0.0 0.0
C 4.475 -3.247 1.417 0.0 0.0 0.0
C 1.489 -3.866 1.189 0.0 0.0 0.0
S 2.738 -0.823 0.231 0.1 -0.1 0.0
H 3.399 -4.874 -1.198 0.0 0.0 0.0
H 4.295 -3.417 -1.709 0.0 0.0 0.0
H 2.548 -3.582 -2.073 0.0 0.0 0.0
H 4.664 -4.316 1.502 0.0 0.0 0.0
H 4.293 -2.824 2.402 0.0 0.0 0.0
H 5.332 -2.754 0.963 0.0 0.0 0.0
H 1.778 -4.907 1.325 0.0 0.0 0.0
H 0.602 -3.802 0.568 0.0 0.0 0.0
H 1.329 -3.394 2.157 0.0 0.0 0.0
O 0.467 1.317 -0.088 0.0 0.0 -0.1
S 1.445 2.012 0.868 0.0 0.0 0.0
C 0.783 3.645 1.052 0.0 0.0 0.0
C -0.557 3.845 1.358 0.0 0.0 0.0
C -1.018 5.141 1.501 0.0 0.0 0.0
C -0.143 6.214 1.348 0.0 0.0 0.0
C 1.190 6.000 1.041 0.0 0.0 0.0
C 1.663 4.703 0.885 0.0 0.0 0.0
C 1.083 1.332 2.473 0.0 0.0 0.1
C 1.941 1.651 3.515 0.0 0.0 0.0
C 1.683 1.134 4.775 0.0 0.0 0.0
C 0.589 0.300 4.973 0.0 0.0 0.0
C -0.249 -0.021 3.914 0.0 0.0 0.0
C -0.006 0.495 2.650 0.0 0.0 0.0
H -1.221 2.999 1.484 0.0 0.0 0.0
H -2.056 5.320 1.745 0.0 0.0 0.0
H -0.510 7.224 1.471 0.0 0.0 0.0
H 1.864 6.837 0.921 0.0 0.0 0.0
H 2.701 4.518 0.637 0.0 0.0 0.0
H 2.798 2.293 3.348 0.0 0.0 0.0
H 2.339 1.376 5.600 0.0 0.0 0.0
H 0.394 -0.104 5.957 0.0 0.0 0.0
H -1.097 -0.674 4.075 0.0 0.0 0.0
H -0.645 0.253 1.811 0.0 0.0 0.0
```
Positions in Å, forces in eV/Å.



Record 4
Density functional theory data (ωB97M-V/def2-TZVPD) for a molecular structure, C40H59N3P2RuS3SbSi.

The expectation value of S² is 0.782. Its spin multiplicity is 2. The value obtained for the relative energy (zero: lowest compared OMol25 entry of this formula, charge and spin) is 0.0 kcal/mol. The calculation puts the HOMO-LUMO gap (alpha / beta) at 0.230 / 0.226 Ha. Its net charge is +2.

```
110
Properties=species:S:1:pos:R:3:forces:R:3
Ru -0.625 -0.113 -1.756 -0.2 -0.4 0.0
N -3.294 -3.737 -2.574 0.0 0.0 0.1
C -3.201 -2.336 -2.062 0.0 0.0 0.0
C -3.487 -2.261 -0.577 0.0 0.0 0.0
C -3.325 -0.833 -0.058 -0.1 0.0 0.0
N -1.899 -0.432 0.038 0.1 0.1 0.1
C -4.097 0.175 -0.907 0.0 0.0 0.0
C -3.841 0.044 -2.406 0.0 -0.1 0.1
N -2.468 0.496 -2.775 0.3 0.5 0.2
C -4.072 -1.395 -2.872 0.0 0.0 0.0
H -2.810 -4.383 -1.949 0.0 0.0 0.0
H -2.744 -3.746 -3.486 0.1 0.0 0.0
H -4.252 -4.063 -2.705 0.0 0.0 0.0
H -2.158 -2.087 -2.250 0.0 0.0 0.0
H -2.824 -2.933 -0.024 0.0 0.0 0.0
H -4.516 -2.578 -0.375 0.0 0.0 0.0
H -3.744 -0.808 0.952 0.0 0.0 0.0
H -1.409 -1.087 0.645 0.0 0.0 0.0
H -1.910 0.454 0.551 0.0 0.0 0.1
H -3.876 1.188 -0.563 0.0 0.0 0.0
H -5.165 0.024 -0.735 0.0 0.0 0.0
H -4.543 0.686 -2.941 0.0 0.0 0.0
H -2.442 1.515 -2.766 -0.1 0.0 -0.1
H -2.270 0.228 -3.739 0.0 0.0 0.0
H -3.846 -1.493 -3.937 0.0 0.0 0.0
H -5.131 -1.630 -2.727 0.0 0.0 0.0
S -1.290 -3.121 -4.776 0.0 0.0 0.0
Sb 0.747 -2.584 -3.894 -0.1 0.1 0.0
S 0.463 -0.111 -3.686 0.1 0.0 -0.1
S 0.212 -2.427 -1.377 0.2 0.4 0.4
C 1.703 -1.203 1.248 -0.1 0.0 0.0
Si 1.863 -2.681 0.119 0.0 -0.1 0.0
C 1.309 -4.260 1.015 0.0 0.0 0.0
C 2.374 -4.666 2.046 0.0 0.0 0.0
C 0.007 -3.945 1.767 0.0 0.0 0.0
C 1.058 -5.436 0.064 0.0 0.0 0.0
C 3.560 -2.655 -0.709 0.0 0.0 0.0
C 3.898 -3.962 -1.433 0.0 0.0 0.0
C 3.658 -1.479 -1.695 0.0 0.0 0.0
C 4.593 -2.410 0.409 0.0 0.0 0.0
H 2.229 -1.393 2.187 0.0 0.0 0.0
H 0.669 -0.960 1.503 0.0 0.0 0.0
H 2.160 -0.327 0.781 0.0 -0.1 0.0
H 2.592 -3.864 2.756 0.0 0.0 0.0
H 3.309 -4.968 1.572 0.0 0.0 0.0
H 2.014 -5.522 2.623 0.0 0.0 0.0
H 0.138 -3.148 2.502 0.0 0.0 0.0
H -0.332 -4.836 2.303 0.0 0.0 0.0
H -0.794 -3.651 1.080 0.0 0.0 0.0
H 1.971 -5.775 -0.424 0.0 0.0 0.0
H 0.334 -5.185 -0.715 0.0 0.0 0.0
H 0.656 -6.282 0.628 0.0 0.0 0.0
H 3.143 -4.233 -2.177 0.0 0.0 0.0
H 4.002 -4.799 -0.740 0.0 0.0 0.0
H 4.851 -3.855 -1.958 0.0 0.0 0.0
H 3.263 -1.741 -2.676 -0.1 0.0 -0.1
H 4.709 -1.214 -1.843 0.0 0.0 0.0
H 3.139 -0.577 -1.353 0.1 -0.1 0.0
H 4.551 -3.160 1.201 0.0 0.0 0.0
H 4.470 -1.425 0.865 0.0 0.0 0.0
H 5.596 -2.447 -0.023 0.0 0.0 0.0
C 0.095 2.720 0.719 -0.1 -0.1 0.0
P 0.269 1.933 -0.948 -0.4 -0.4 -0.5
C 2.065 1.967 -1.243 0.0 0.0 0.1
C 2.567 2.003 -2.546 0.0 0.1 0.0
C 3.931 2.037 -2.776 0.0 0.0 0.0
C 4.821 2.007 -1.710 0.0 0.0 0.0
C 4.338 1.938 -0.414 0.0 0.0 0.0
C 2.970 1.923 -0.180 0.0 0.0 -0.1
C -0.524 3.245 -1.941 0.1 0.1 0.1
C -1.886 3.460 -1.700 0.0 0.0 0.0
C -2.567 4.489 -2.330 0.0 0.0 0.0
C -1.891 5.325 -3.210 0.0 0.0 0.0
C -0.535 5.143 -3.427 0.0 0.0 0.0
C 0.153 4.118 -2.787 0.0 -0.1 -0.1
P -1.353 2.345 1.808 -0.1 -0.2 0.0
C -0.616 1.140 2.979 0.0 0.0 0.0
C 0.637 1.326 3.564 0.0 0.0 0.0
C 1.128 0.416 4.485 0.0 0.0 0.0
C 0.367 -0.691 4.844 0.0 0.0 0.0
C -0.890 -0.876 4.290 0.0 0.0 0.0
C -1.376 0.038 3.363 0.0 0.0 0.0
C -1.455 3.834 2.863 0.0 0.0 0.0
C -0.918 5.078 2.546 0.0 0.0 0.0
C -1.094 6.156 3.405 0.0 0.0 0.0
C -1.810 6.003 4.581 0.0 0.0 0.0
C -2.357 4.767 4.899 0.0 0.0 0.0
C -2.185 3.692 4.045 0.0 0.0 0.0
H 0.008 3.770 0.438 0.1 0.0 0.0
H 1.016 2.627 1.284 0.0 -0.1 0.0
H 1.896 1.992 -3.393 0.0 0.0 0.0
H 4.300 2.081 -3.792 0.0 0.0 0.0
H 5.887 2.029 -1.893 0.0 0.0 0.0
H 5.023 1.903 0.423 0.0 0.0 0.0
H 2.634 1.864 0.845 0.0 0.0 0.0
H -2.408 2.846 -0.972 0.0 0.0 0.0
H -3.616 4.651 -2.122 0.0 0.0 0.0
H -2.418 6.129 -3.707 0.0 0.0 0.0
H 0.001 5.810 -4.088 0.0 0.0 0.0
H 1.216 4.023 -2.947 0.0 0.0 0.0
H 1.226 2.207 3.331 0.0 0.0 0.0
H 2.096 0.578 4.940 0.0 0.0 0.0
H 0.748 -1.395 5.573 0.0 0.0 0.0
H -1.498 -1.720 4.591 0.0 0.0 0.0
H -2.376 -0.094 2.960 0.0 0.0 0.0
H -0.354 5.240 1.637 0.0 0.0 0.0
H -0.666 7.116 3.150 0.0 0.0 0.0
H -1.943 6.844 5.248 0.0 0.0 0.0
H -2.919 4.640 5.814 0.0 0.0 0.0
H -2.613 2.731 4.308 0.0 0.0 0.0
```
Positions in Å, forces in eV/Å.



Record 5
Density functional theory data (ωB97M-V/def2-TZVPD) for a single C19H23N3O7S molecule.

The value obtained for the relative energy (zero: lowest compared OMol25 entry of this formula, charge and spin) is 60.6 kcal/mol. The calculation puts the HOMO-LUMO gap at 0.304 Ha. Its SMILES is CCOCCCNS(=O)(=O)c1ccc(NC(=O)c2ccc(OC)c([N+](=O)[O-])c2)cc1. Its net charge is 0.

```
53
Properties=species:S:1:pos:R:3:forces:R:3
C -0.817 -2.345 1.427 -0.3 0.2 -0.2
C -2.055 -1.621 0.922 -0.1 -0.1 0.3
O -1.733 -0.982 -0.298 0.3 -0.1 0.0
C -2.822 -0.284 -0.876 -0.2 0.4 -0.1
C -2.372 0.302 -2.212 -0.1 -0.5 0.2
C -2.365 -0.757 -3.316 -0.3 0.6 -0.1
N -1.528 -1.897 -3.022 0.9 -0.3 -0.4
S -0.004 -1.937 -3.660 -0.2 -0.3 0.2
O 0.525 -3.236 -3.363 0.0 0.1 0.3
O -0.089 -1.507 -5.025 -0.1 0.3 0.1
C 0.990 -0.746 -2.754 -0.3 -0.4 -0.5
C 1.434 -1.085 -1.492 0.1 0.0 0.1
C 2.250 -0.215 -0.796 0.0 -0.1 -0.2
C 2.614 1.005 -1.367 -0.3 -0.4 -0.3
N 3.458 1.894 -0.692 0.3 0.3 -0.4
C 3.534 2.139 0.649 -0.1 0.0 0.1
O 4.470 2.737 1.132 0.1 0.0 0.2
C 2.360 1.693 1.456 -0.1 0.1 0.4
C 2.543 1.118 2.712 0.0 0.2 -0.4
C 1.463 0.724 3.474 -0.2 -0.1 0.1
C 0.150 0.911 3.027 0.0 0.1 -0.2
O -0.936 0.541 3.709 0.1 0.0 -0.1
C -0.798 -0.080 4.968 0.1 -0.2 0.3
C -0.025 1.543 1.775 1.0 -0.2 0.4
N -1.324 1.823 1.235 -0.6 0.2 -0.3
O -1.368 2.432 0.183 -0.1 0.2 -0.3
O -2.309 1.444 1.832 -0.2 0.1 0.1
C 1.070 1.920 1.010 -0.1 0.0 0.2
C 2.172 1.327 -2.650 0.0 0.0 0.2
C 1.357 0.449 -3.342 0.0 0.0 -0.1
H 0.005 -1.641 1.542 0.1 0.1 0.1
H -0.516 -3.114 0.719 0.1 -0.1 0.0
H -1.029 -2.811 2.385 0.0 -0.1 0.1
H -2.876 -2.337 0.761 0.1 0.1 0.0
H -2.396 -0.875 1.654 0.0 -0.1 -0.1
H -3.669 -0.972 -1.026 0.0 0.0 0.0
H -3.157 0.511 -0.198 0.0 -0.1 -0.1
H -1.375 0.725 -2.079 0.0 0.1 0.0
H -3.050 1.107 -2.493 0.0 0.1 0.0
H -1.999 -0.344 -4.258 -0.3 0.1 0.0
H -3.387 -1.120 -3.474 0.1 0.1 -0.1
H -1.522 -2.145 -2.043 0.1 -0.2 0.2
H 1.163 -2.045 -1.084 0.0 -0.1 0.2
H 2.631 -0.487 0.176 0.0 -0.1 0.0
H 4.149 2.380 -1.252 0.0 0.0 0.2
H 3.547 0.976 3.080 0.1 0.0 0.1
H 1.642 0.268 4.434 0.0 0.0 0.1
H -0.249 -1.023 4.891 0.0 0.0 0.0
H -0.302 0.579 5.687 0.0 0.0 0.0
H -1.815 -0.278 5.302 0.1 0.0 0.0
H 0.878 2.408 0.067 0.0 0.0 0.0
H 2.473 2.261 -3.099 0.0 0.1 0.0
H 1.011 0.666 -4.340 0.0 0.1 -0.1
```
Positions in Å, forces in eV/Å.



Record 6
Density functional theory data (ωB97M-V/def2-TZVPD) for 2 unconnected molecules or ions with the total composition C6H12O.

The value obtained for the relative energy (zero: lowest compared OMol25 entry of this formula, charge and spin) is 36.4 kcal/mol. The calculation puts the HOMO-LUMO gap at 0.355 Ha. Its SMILES is C=C/C(C)=C/C.O. Its net charge is 0.

```
19
Properties=species:S:1:pos:R:3:forces:R:3
C -0.127 2.117 1.543 0.1 0.6 0.3
C -0.707 0.936 1.665 0.2 -0.9 -0.1
C -0.732 -0.126 0.616 0.4 0.8 0.7
C -2.038 -0.854 0.465 0.5 -0.2 -0.5
C 0.393 -0.393 -0.043 -0.1 -1.0 -1.1
C 0.528 -1.553 -1.027 -0.8 0.1 0.7
H 0.336 2.456 0.629 -0.1 -0.2 -0.3
H -0.067 2.843 2.349 -0.1 -0.3 0.1
H -1.100 0.570 2.619 -0.1 0.5 -0.1
H -1.923 -1.660 -0.253 -0.2 -0.1 -0.1
H -2.772 -0.154 0.066 -0.2 -0.1 0.2
H -2.400 -1.299 1.394 0.0 0.2 0.1
H 1.309 0.166 0.081 -0.1 0.3 0.5
H -0.337 -1.629 -1.696 0.4 0.2 -0.2
H 0.493 -2.478 -0.452 0.2 -0.2 0.0
H 1.465 -1.551 -1.567 0.1 0.0 -0.2
O 2.945 0.848 -2.002 -0.4 -0.1 -0.1
H 2.413 1.626 -2.199 0.2 0.2 0.1
H 2.322 0.135 -2.187 0.2 -0.1 0.0
```
Positions in Å, forces in eV/Å.